Formula: C30H85N5O10
Source: the OMol25 dataset
Level of theory: wB97M-V/def2-TZVPD

Summary:
- F_max (eV Å⁻¹) = 3.237
- HOMO energy (eV) = -8.65
- HOMO-LUMO gap (eV) = 9.053
- energy above the lowest of the compared OMol25 structures with the same formula, charge and spin (eV) = 2.7119
- DFT total energy (Eh) = -2219.9781
- LUMO energy (Ha) = 0.0149
- SMILES = COC[C@H](C)N.COC[C@H](C)N.COC[C@H](C)N.COC[C@H](C)N.COC[C@H](C)N.CCO.CCO.CCO.CCO.CCO
- total charge = 0

Structure (XYZ):
```
130
Properties=species:S:1:pos:R:3:forces:R:3
C -11.999965 -7.690613 13.615616 -1.0 -0.8 -1.9
O -13.427976 -7.771158 13.618488 0.2 0.4 -1.0
C -13.975471 -9.064547 13.740469 0.5 -0.1 1.7
C -15.467807 -8.903441 13.840058 -0.8 1.4 -0.3
C -16.241227 -10.150983 14.258698 1.3 0.4 1.2
N -15.985558 -8.463440 12.516584 1.0 -0.1 0.4
H -11.506187 -8.360637 12.823761 -0.7 0.3 1.5
H -11.724722 -7.788791 14.635220 1.1 -0.5 0.8
H -11.755459 -6.715546 13.253503 0.1 0.9 0.1
H -13.667916 -9.713486 12.923797 0.1 -0.2 -0.2
H -13.628806 -9.461694 14.730450 -0.1 -0.3 -0.7
H -15.584034 -8.098118 14.624131 -0.1 -0.6 -0.5
H -17.272112 -9.926277 14.441986 -0.8 0.2 -0.6
H -15.920312 -10.491967 15.275231 0.3 -0.1 -0.9
H -16.086745 -10.881509 13.476351 -0.3 -0.6 0.0
H -15.536260 -7.596802 12.207945 -0.1 -0.4 0.3
H -16.985831 -8.334710 12.542817 -0.3 -0.1 -0.1
C -17.704668 -13.057866 8.812061 -0.8 -0.4 -0.5
O -16.353082 -12.617535 8.937933 -1.3 -1.6 -0.5
C -16.149889 -11.431831 9.572546 0.9 2.1 1.5
C -14.752310 -10.871881 9.200974 -0.2 1.0 -1.1
C -13.610365 -11.583228 9.896279 -0.2 -1.7 -2.7
N -14.618303 -9.432069 9.552210 0.4 -1.6 1.7
H -17.631379 -14.060935 8.330815 -0.1 0.7 0.3
H -18.293389 -12.397708 8.103486 0.6 -0.5 0.8
H -18.332337 -13.197726 9.768524 1.3 0.5 -1.0
H -16.880286 -10.646171 9.321647 -0.1 -0.3 -0.2
H -16.194341 -11.508173 10.703312 -0.1 -0.2 -0.8
H -14.649883 -10.935572 8.081816 -0.1 -0.2 0.9
H -13.759036 -11.445017 10.919964 0.5 0.5 1.9
H -12.647437 -11.297022 9.426055 -0.5 0.1 0.9
H -13.726379 -12.680760 9.725929 0.1 0.6 0.1
H -14.841393 -9.403206 10.574275 0.2 0.5 -1.0
H -15.309836 -8.890997 9.096279 -0.9 0.6 -0.5
C -22.816457 -14.789647 20.595131 0.8 -1.3 1.2
O -21.471938 -15.170608 20.861677 0.7 1.0 -0.4
C -20.504818 -14.466802 20.043590 -1.8 -0.4 -0.1
C -19.137389 -14.788892 20.491938 1.0 -0.6 0.9
C -18.777593 -16.225391 20.156831 0.8 1.0 0.6
N -18.878531 -14.481107 21.941784 -1.5 -0.6 -0.6
H -23.058197 -15.057356 19.585883 -0.3 0.4 -0.9
H -22.987002 -13.736445 20.847503 -0.2 -0.2 -0.1
H -23.375858 -15.508288 21.221060 -0.2 0.8 -0.1
H -20.710787 -14.755950 19.001285 0.4 -0.1 0.0
H -20.598208 -13.385514 20.059589 -0.6 0.5 0.4
H -18.471506 -14.155832 19.932137 0.4 0.3 -0.4
H -17.752983 -16.373349 20.494074 0.0 -0.3 -0.2
H -18.857346 -16.321406 19.094763 0.1 -0.4 -0.7
H -19.422486 -16.925795 20.634550 -0.6 -0.6 0.4
H -19.576573 -15.073285 22.444983 0.8 0.6 -0.2
H -19.232302 -13.527972 22.071192 0.2 -0.2 0.2
C -15.245076 -15.176027 10.763889 0.9 0.6 -0.7
O -16.136786 -15.721665 11.657409 -0.9 -0.3 1.3
C -17.334590 -16.188742 11.064692 0.8 1.2 -1.1
C -18.339670 -16.452057 12.122729 -0.1 0.9 0.6
C -19.366318 -17.426296 11.701914 -1.9 -1.4 -0.5
N -18.951691 -15.223609 12.673931 0.0 0.2 -0.6
H -15.650360 -14.262817 10.337093 0.1 0.4 0.0
H -15.109295 -15.829232 9.870073 0.5 0.0 0.6
H -14.310310 -14.931897 11.340831 -0.7 -0.4 -0.9
H -17.725575 -15.438432 10.322405 0.2 -0.5 0.5
H -17.029039 -17.055335 10.505350 -0.4 -0.8 -0.4
H -17.790754 -16.888530 12.932504 0.3 -0.3 0.7
H -19.715495 -17.258358 10.651388 0.2 0.0 0.7
H -20.290215 -17.341398 12.369859 1.3 -0.4 -0.8
H -18.927236 -18.461352 11.729138 -0.6 0.9 0.1
H -19.499151 -14.684092 11.980836 0.6 -0.5 0.5
H -18.201660 -14.643236 13.043009 -0.1 0.2 -0.3
C -22.700383 -7.309212 9.537189 0.9 0.3 -0.8
O -21.440486 -7.999309 9.540560 0.1 0.5 0.3
C -20.795331 -7.905312 10.815150 -1.7 -1.4 0.3
C -19.469840 -8.606557 10.890234 1.1 -2.0 0.7
C -19.505828 -10.150815 10.649832 -0.4 1.0 0.0
N -18.918922 -8.535524 12.290825 -1.3 1.1 -0.8
H -23.216286 -7.519282 8.574920 0.6 0.3 0.5
H -22.506323 -6.208208 9.653674 -0.5 -0.9 0.0
H -23.340003 -7.703882 10.314122 -0.2 0.1 0.5
H -20.672066 -6.886435 11.170216 -0.1 0.5 -0.2
H -21.486265 -8.438789 11.546541 0.7 0.6 -0.4
H -18.720995 -8.187035 10.234558 0.1 0.4 -0.4
H -18.598202 -10.558470 11.083387 0.5 0.0 -0.5
H -19.632930 -10.401063 9.585450 -0.1 -0.2 0.6
H -20.265932 -10.568851 11.319230 -0.4 0.0 -0.5
H -19.443116 -9.244128 12.783237 0.0 -0.4 0.5
H -19.294618 -7.668196 12.676261 0.4 0.1 0.3
C -20.290943 -17.770812 15.725743 0.2 -1.5 1.6
C -19.900948 -16.391631 16.168213 0.9 0.1 -1.3
O -18.966929 -15.790131 15.249362 0.6 0.0 2.1
H -19.422291 -18.428049 15.579440 0.0 0.4 -0.2
H -20.862518 -17.752353 14.839393 -0.6 0.1 -1.2
H -20.903131 -18.326756 16.485493 0.3 0.8 -0.4
H -19.303056 -16.414386 17.052888 -0.1 -0.1 0.9
H -20.777775 -15.768136 16.284093 -0.2 0.3 0.2
H -19.206663 -15.752644 14.332240 -1.0 0.0 -1.3
C -15.857113 -11.784125 19.890464 -1.5 0.4 1.1
C -15.686675 -12.519549 18.633604 0.2 -0.7 -2.4
O -16.649046 -13.516408 18.387400 -1.3 0.9 2.8
H -16.275231 -12.460613 20.655471 0.5 0.2 -0.1
H -16.530024 -10.914552 19.848993 0.1 -0.3 -0.2
H -14.880262 -11.422540 20.137291 0.5 0.3 0.7
H -14.693860 -12.936975 18.662863 0.5 -0.6 -0.1
H -15.694227 -11.867035 17.757990 0.2 0.5 0.0
H -16.553674 -14.016681 17.605779 0.9 -0.8 -1.9
C -19.199939 -11.935786 15.749473 2.0 0.9 0.6
C -19.617474 -12.048864 14.307137 1.1 -0.8 -0.1
O -20.349526 -10.864517 13.922161 0.4 -0.5 -0.2
H -18.675329 -10.934389 15.790154 -0.7 -0.8 0.4
H -18.382673 -12.647035 16.083784 -1.3 0.4 -0.5
H -20.038579 -11.948904 16.457504 0.2 0.0 -0.2
H -20.216132 -12.937230 14.165348 -0.5 -0.3 -0.2
H -18.652807 -12.268816 13.700744 -1.7 1.2 0.4
H -21.055560 -10.734819 14.575034 0.3 -0.1 -0.2
C -14.241731 -18.326566 13.150897 1.0 0.4 -1.0
C -15.424127 -19.031339 12.579399 -0.5 -1.8 0.0
O -16.548567 -18.977770 13.482511 1.8 -0.7 2.0
H -14.016683 -18.737871 14.137478 0.2 0.4 0.0
H -14.247769 -17.230485 13.087690 -0.7 -0.2 0.6
H -13.408253 -18.543973 12.481533 0.3 -0.4 0.2
H -15.101333 -20.126776 12.297097 -0.8 1.7 0.8
H -15.796272 -18.604990 11.667084 0.0 0.4 -0.5
H -16.102394 -19.112260 14.396116 -1.5 0.3 -2.1
C -14.473106 -13.859126 14.863210 0.6 -0.2 -1.4
C -15.916641 -14.204457 14.829458 -0.7 -1.9 -0.1
O -16.234407 -14.997029 16.008973 -1.3 0.0 -0.8
H -13.935968 -14.790707 14.700398 0.3 -0.2 0.7
H -14.126530 -13.317255 15.736531 0.0 0.1 0.0
H -14.225994 -13.347491 13.918091 -0.1 0.5 0.5
H -16.083869 -14.892481 13.963167 0.1 0.7 0.3
H -16.568719 -13.344075 14.708267 -0.2 0.3 0.3
H -17.090937 -15.474247 15.783787 1.0 0.7 0.4
```
Forces are in eV/Å.

These are the Mulliken partial charges, in e, on atoms 1 to 99: -0.77 -0.35 -0.49 0.38 -0.22 -0.32 0.25 0.32 0.28 0.10 0.43 0.16 0.22 -0.10 -0.20 0.30 0.19 -0.58 -0.46 0.48 -0.12 -1.04 -0.73 0.33 0.36 0.09 0.25 -0.30 0.41 0.11 0.36 0.22 0.19 0.30 -0.76 -0.33 -0.49 0.96 -1.12 -0.77 0.29 0.29 0.25 0.09 0.45 -0.07 0.43 -0.08 0.37 0.34 0.31 -0.70 0.15 -1.18 1.21 -1.39 -0.40 0.05 0.39 0.27 -0.07 0.57 0.05 0.36 0.32 0.25 0.29 -0.14 -0.71 -0.33 -0.75 0.47 -1.29 -0.57 0.23 0.27 0.32 0.43 0.23 0.35 0.17 0.33 0.40 0.01 0.23 -1.32 0.17 -0.31 0.27 0.34 0.39 -0.05 0.30 0.23 -1.29 0.26 -0.29 0.26 0.28